[1]
Formula: C9H17N4OS
Source: the OMol25 dataset
Level of theory: ωB97M-V/def2-TZVPD

```
! wB97M-V def2-TZVPD RIJCOSX def2/J DEFGRID3
* xyz 1 1
C 1.898 3.591 0.174
C 2.053 2.409 -0.002
C -0.528 0.614 0.401
C 5.473 -0.856 -0.323
C -5.921 -0.214 -0.994
C -1.831 0.482 0.935
C -4.494 0.051 -0.684
C -2.485 -0.837 0.435
C -3.977 -0.619 0.548
N 0.469 0.487 -0.164
N 6.689 -1.217 -0.843
N 4.999 -1.542 0.761
N 4.879 0.213 -0.713
O 2.961 0.358 1.169
S 2.616 0.730 -0.143
H 1.852 4.566 0.451
H -6.308 -1.282 -0.665
H -6.158 0.265 -1.915
H -6.493 0.380 -0.328
H -1.700 0.637 1.979
H -2.301 1.336 0.556
H -4.194 1.115 -0.529
H -3.803 -0.264 -1.605
H -2.319 -1.035 -0.598
H -2.035 -1.674 1.129
H -4.275 0.053 1.454
H -4.373 -1.723 0.667
H 7.000 -2.062 -0.431
H 7.237 -0.748 -1.521
H 5.498 -2.360 1.087
H 4.174 -1.465 1.187
H 5.396 0.612 -1.474
*
```

Energy relative to the best compared isomer or geometry (same formula, charge and spin) = 567.99 kJ/mol
HOMO = -0.46438 Eh
Kohn-Sham gap = 0.2973 Eh

---

[2]
Formula: C9H17N5
Source: the OMol25 dataset
Level of theory: ωB97M-V/def2-TZVPD

```
! wB97M-V def2-TZVPD RIJCOSX def2/J DEFGRID3
* xyz 2 1
C -1.758 3.345 -2.995
N -1.660 2.734 -2.009
C -1.188 2.130 -0.948
C -0.668 0.833 -0.980
N -0.448 0.182 -2.154
C -0.846 -0.254 -3.284
N -2.087 -0.566 -3.723
N -0.355 0.150 0.162
C -0.371 0.655 1.557
C 0.980 0.463 2.172
N 1.220 -1.010 2.293
C 2.550 -1.225 2.881
C 1.161 -1.525 0.880
C -0.083 -1.332 0.124
H -2.168 3.858 -3.735
H -1.346 2.562 -0.025
H -0.083 -0.268 -4.041
H -2.879 -0.518 -3.072
H -2.228 -0.866 -4.597
H -0.957 -0.049 2.084
H -0.802 1.607 1.664
H 1.725 0.743 1.443
H 1.008 1.062 3.106
H 0.501 -1.521 2.897
H 2.557 -0.848 3.970
H 2.680 -2.279 2.769
H 3.224 -0.721 2.303
H 1.354 -2.567 0.911
H 1.970 -1.148 0.308
H -0.173 -1.753 -0.813
H -0.828 -1.874 0.852
*
```

Energy relative to the best compared isomer or geometry (same formula, charge and spin) = 210.59 kJ/mol
HOMO = -0.55044 Eh
Kohn-Sham gap = 0.3198 Eh